Entry 1:
Formula: C26H49ClN4O7PSSi
Source: the Open Molecules 2025 dataset
Level of theory: the ωB97M-V functional and the def2-TZVPD basis

```
90
C26H49ClN4O7PSSi the ωB97M-V functional and the def2-TZVPD basis
C -2.325 -3.430 4.288
H -4.952 -4.676 1.471
H -0.630 -2.134 -0.582
O -0.562 0.738 -4.223
C 0.784 -0.137 -1.006
C -0.533 0.238 -1.872
H -5.389 -1.788 2.980
H -0.023 3.142 -5.148
H -1.429 4.394 -2.998
O 3.018 4.229 -1.673
C -0.745 -1.437 0.311
H -2.197 0.794 1.436
C -1.380 0.700 3.429
H 4.521 -0.724 -0.149
O -5.946 0.527 5.107
C 2.285 -0.548 -4.222
H 4.045 0.647 -5.491
H 1.968 -0.844 -5.278
H -5.299 -4.426 3.312
H 0.827 4.242 -4.000
H 3.610 -2.361 0.064
H -1.712 -4.380 4.267
H 2.819 0.886 -0.732
C 4.081 -1.480 0.577
H 0.832 0.767 2.200
H -2.054 5.355 3.163
H 4.334 -0.847 -6.164
O 3.949 2.817 0.485
N 0.416 -0.473 0.449
H 3.033 0.439 1.303
C -1.028 2.986 0.272
C -1.260 0.765 2.068
H -0.592 0.361 4.150
P 2.547 3.557 -0.150
H -3.845 -0.830 3.507
H -0.314 -3.301 1.516
H 4.251 -0.382 -3.209
O -4.978 -1.414 5.681
H 1.864 -2.536 -3.484
H -3.046 -3.404 5.163
H 1.602 2.642 -4.329
C 0.141 0.749 1.292
C -6.008 -0.679 5.457
C 1.409 -1.508 -3.275
C -4.520 -4.590 2.506
C -1.060 -2.436 1.492
H -1.025 -0.705 -2.272
C -1.520 4.000 1.376
H 0.344 -1.604 -3.608
H 2.019 0.538 -4.121
C 0.301 2.184 0.671
Cl 1.011 3.255 2.067
H 6.054 -1.040 2.261
N 1.279 2.367 -0.441
H 1.579 -2.323 0.854
H -1.745 -0.946 0.130
H -2.021 3.042 -4.178
H 1.473 -2.314 -1.274
H 2.000 1.399 -2.175
H 2.277 4.071 -2.299
O -7.097 -1.329 5.623
H -2.396 0.963 3.859
H 3.277 -0.860 2.466
C 1.460 -1.247 1.197
H -1.593 -2.571 4.455
C -1.544 3.281 -3.186
N -0.177 2.666 -3.023
H -3.919 -5.519 2.783
H -4.313 -1.048 1.692
C 2.923 -0.691 1.393
H -2.153 2.898 -2.304
H -1.351 0.690 -1.210
C -1.958 4.644 2.305
H 4.055 -1.969 -4.059
H -0.952 -1.911 2.482
C -4.331 -1.493 2.741
C 1.651 -1.282 -1.719
S 5.404 -2.126 1.711
H 4.617 2.854 -0.233
H -1.927 2.378 0.005
C 0.601 3.140 -4.195
Si -3.298 -3.106 2.688
H 2.749 -0.995 -1.675
C -0.401 1.201 -3.078
C 1.760 1.132 -1.090
N 4.498 -0.258 -5.344
H -0.754 3.648 -0.609
O -2.336 -3.009 1.246
H 1.127 -1.357 2.281
C 3.847 -0.856 -4.151
```

Calculated values
- Max |F|: 4.135 eV/Å
- Orbital gap: 0.0557 Eh
- Highest occupied orbital energy: -0.451 eV
- E: -88563.3716 eV
- Net charge: -1



Entry 2:
Formula: C26H49F4IO21S
Source: the Open Molecules 2025 dataset
Level of theory: the ωB97M-V functional and the def2-TZVPD basis

```
102
C26H49F4IO21S the ωB97M-V functional and the def2-TZVPD basis
H -7.839 2.076 -1.352
O 7.306 -0.105 5.347
H 0.109 -0.657 -5.477
O 1.538 -4.265 -6.357
H -4.067 3.988 8.799
C -3.000 3.967 8.561
H 4.017 -6.639 -4.890
H -9.380 7.778 -3.186
H 10.872 1.190 4.627
I -3.108 -0.486 2.157
O 8.472 1.867 5.162
H 1.040 -1.293 -4.097
H -5.201 7.075 -7.241
H -2.714 4.951 8.174
C -6.525 -3.118 -1.498
O 5.321 -5.486 0.074
H 4.977 -9.247 -0.730
C 4.874 -6.687 -0.368
C 3.152 -6.079 -5.257
H 2.910 -4.694 -0.980
O -7.458 7.056 -3.580
H 2.964 -6.379 -6.293
H 3.585 -8.927 0.367
H 1.034 1.702 7.491
H -7.615 -3.124 -1.401
H 5.051 0.645 4.162
O 9.275 -0.134 4.375
O -2.782 2.944 7.594
H 5.710 -3.556 -0.463
H -8.290 1.109 -2.748
S -0.375 0.704 1.811
C 2.526 -3.888 -5.747
O -1.418 1.858 6.259
O -6.021 -1.819 -1.200
O 4.275 -6.892 -1.412
C -6.154 1.435 -2.547
C 10.402 0.569 3.858
H -8.168 8.008 -1.912
H 2.520 -0.657 -6.026
H -6.109 -3.818 -0.768
F 3.089 0.144 3.314
H 2.291 -6.317 -4.624
H -8.087 9.017 -3.369
C -8.330 8.019 -2.993
F 1.187 -2.715 1.563
C -6.211 6.829 -7.584
H 0.259 2.602 5.256
H 1.787 0.797 6.165
F 0.942 -0.773 3.821
H 6.593 1.260 6.761
O 1.326 0.585 1.767
H -0.275 0.981 4.813
O -8.564 7.369 -5.568
O -1.136 -0.835 1.673
H -6.224 -3.445 -2.498
H 0.413 0.113 7.069
C 0.835 1.032 6.649
H 11.134 -0.167 3.515
C -6.326 -0.885 -2.137
H -5.904 1.201 -3.588
O -6.926 -1.089 -3.180
C 1.974 -1.607 -6.021
H -6.194 4.789 -6.917
O 5.180 -7.622 0.568
C 8.365 0.663 4.990
C -0.130 1.661 5.660
H 5.956 2.121 4.467
H -6.172 6.560 -8.643
H -5.490 2.247 -2.231
H 0.156 -2.398 -5.139
H -6.810 7.739 -7.483
H -7.782 2.792 -2.983
H 5.606 -0.172 6.474
C 4.676 -8.921 0.270
C 2.288 -1.743 1.774
F 2.772 -1.153 0.471
H 1.704 -1.829 -7.060
O 3.452 -4.689 -5.163
C -1.524 2.927 7.087
C 6.222 0.587 5.979
C 0.748 -1.477 -5.135
C -6.793 5.693 -6.761
H 3.418 -3.011 -1.215
C 5.381 1.327 4.953
H 5.091 -9.621 1.000
C 3.602 -3.920 -0.634
H -2.445 3.736 9.476
O -0.744 1.410 0.448
O -5.879 0.317 -1.694
O -0.636 3.721 7.354
H 10.097 1.179 3.002
O -6.734 5.994 -5.361
O 2.872 -2.599 -5.506
H 3.362 -3.727 0.416
C 1.841 -0.436 2.693
H -7.819 5.456 -7.065
H 4.503 1.777 5.424
C -7.681 6.850 -4.903
C 5.046 -4.368 -0.779
C -7.598 1.883 -2.402
H 3.241 -2.231 2.292
H 5.296 -4.602 -1.820
```

Calculated values
- Energy above the lowest of the compared OMol25 structures with the same formula, charge and spin: 323.1 kJ/mol
- Max |F|: 6.551 eV/Å
- Orbital gap: 0.3089 Eh
- Highest occupied orbital energy: -10.411 eV
- E: -100555.7716 eV
- Net charge: 0



Entry 3:
Formula: C26H49F6N4O3P2S
Source: the Open Molecules 2025 dataset
Level of theory: the ωB97M-V functional and the def2-TZVPD basis

```
91
C26H49F6N4O3P2S the ωB97M-V functional and the def2-TZVPD basis
C -3.678 0.348 -3.282
H -1.416 -1.508 8.138
C -5.072 0.898 -2.539
N 3.634 -0.131 -2.652
H -5.060 0.365 -1.470
C -1.357 -0.923 -1.148
N -0.481 3.189 0.360
H -5.040 2.056 -2.331
H 0.842 -1.597 -4.988
O -1.493 -3.458 -2.781
H 1.001 1.226 2.229
H 6.836 1.956 -0.972
F -7.916 -2.506 -2.998
H 5.302 -1.631 -1.949
C -7.575 -0.117 -2.155
H -0.092 3.610 -0.537
P -1.089 -1.967 -3.617
S -0.796 0.778 -4.840
C 3.893 2.382 0.826
F -8.253 -2.052 -0.579
H -1.939 0.188 -5.468
C -1.834 -2.948 6.573
C -2.447 1.155 -2.567
F -8.977 0.070 -2.687
H -0.580 -0.691 5.294
H 0.165 3.576 1.112
C 4.821 2.412 -0.379
H -2.339 0.103 0.633
H 7.992 2.531 1.113
H 7.556 4.950 1.356
C -0.511 -2.788 5.818
C 7.069 4.393 0.546
O -2.658 1.310 -1.096
H 4.206 3.095 1.595
H 6.069 4.824 0.435
H -2.407 -1.401 -1.457
H -2.346 -0.842 6.780
P -0.194 1.394 0.364
H -0.208 1.472 -2.527
H 0.508 -1.646 4.311
H -0.270 -3.737 5.328
H -2.554 -1.703 4.130
H 0.293 -2.612 6.544
H 4.799 3.408 -0.836
C 7.865 4.607 -0.733
F -2.526 2.568 -3.102
C -0.937 0.633 -2.964
H -6.297 -0.433 -4.096
H 8.885 4.227 -0.626
H 6.254 0.987 0.364
H -3.810 0.619 -4.426
H 7.924 5.675 -0.963
C -1.552 -1.744 3.692
N -0.551 -0.716 -2.407
H -6.911 1.340 -3.827
C 3.084 -2.547 -1.593
H -1.749 -3.812 7.243
H -3.684 -0.810 -3.121
C 0.941 -0.961 -2.271
N 0.269 -2.419 -4.697
H -2.189 -2.985 2.046
F -6.053 -2.171 -1.518
C 6.978 2.920 0.957
C -2.199 -1.727 7.405
C -1.422 -2.989 2.827
C -1.733 0.463 -0.331
H -0.898 -1.653 -0.361
C 2.155 0.021 -2.734
H -2.649 -3.177 5.878
H 2.876 2.646 0.525
H 3.541 -3.552 -1.154
H -1.463 -0.862 3.047
H -1.550 -3.904 3.412
H 6.481 2.859 1.933
C -0.482 -1.657 4.784
F -7.531 0.710 -0.898
C 4.137 -1.406 -2.075
O 0.072 0.861 2.029
H 4.433 1.718 -1.134
C 6.259 2.007 -0.042
H -3.131 -1.908 7.948
H 3.867 1.382 1.272
H 0.683 -3.243 -1.264
C -7.449 -1.720 -1.799
H 1.802 1.048 -3.235
C 1.439 -2.427 -1.631
C -6.446 0.392 -3.278
H -0.987 -4.236 -3.189
H -0.444 -3.024 2.339
H 0.894 -3.141 -4.276
H 7.398 4.110 -1.588
```

Calculated values
- Max |F|: 6.613 eV/Å
- Orbital gap: 0.2508 Eh
- Highest occupied orbital energy: -10.911 eV
- E: -85558.4311 eV
- Net charge: +1



Entry 4:
Formula: C26H49F8N6O3P2
Source: the Open Molecules 2025 dataset
Level of theory: the ωB97M-V functional and the def2-TZVPD basis

```
94
C26H49F8N6O3P2 the ωB97M-V functional and the def2-TZVPD basis
H 7.070 5.654 5.186
H -6.601 -4.573 -5.499
O -4.484 -0.768 -5.170
H -1.761 2.000 0.194
H -3.851 1.198 1.796
H 6.201 1.099 4.686
H 6.834 2.905 2.375
C -0.803 -6.340 -0.585
C -0.588 -4.038 0.573
H 5.560 0.961 6.317
H -2.327 -0.353 -3.965
C -2.222 -2.043 1.003
O -2.458 -0.698 0.776
H 6.080 2.755 7.420
N -5.291 -2.974 -5.800
H 2.433 3.659 2.171
H -2.518 -5.092 -5.487
H -1.237 -4.571 -6.573
C -3.467 -3.359 -3.156
H -1.926 -1.363 -2.589
F 0.703 -4.283 0.858
H -1.360 -3.820 -5.015
C -1.959 -4.216 -5.831
C -0.815 -2.495 0.558
N 3.850 2.712 3.470
H -0.915 0.333 1.742
C -0.644 4.218 0.542
H -3.374 -2.471 -8.305
C 4.475 2.041 2.343
F 0.102 -1.978 1.434
F 0.503 -6.620 -0.435
H -2.438 -2.366 2.030
N 6.179 4.450 3.667
H 0.872 5.680 0.267
F -2.414 -4.692 -0.795
H -3.446 -4.370 -3.565
C 6.125 3.389 6.532
H -0.654 3.949 -0.512
H 3.816 1.254 1.969
C 0.211 5.193 0.989
C -2.701 -1.151 -3.327
H 7.554 6.060 3.535
H -5.271 -4.574 -4.413
H 5.387 1.513 2.622
N -2.835 -3.217 -6.406
C 0.275 5.592 2.326
H -2.151 3.577 3.544
F -0.474 -4.396 -1.814
N 5.309 2.855 5.446
C -2.395 2.529 0.929
H 5.770 4.375 6.835
H 4.691 2.727 1.512
C 6.717 5.719 4.147
H -6.328 -1.437 -6.806
H -1.453 -6.839 0.140
H -0.572 5.296 4.268
C 2.468 3.018 3.055
O 3.843 5.122 3.725
H -3.820 -4.166 -8.034
C -5.534 -4.350 -5.442
H -2.716 1.771 3.012
C 5.380 1.415 5.337
H -2.795 -3.412 -2.305
N -3.002 -2.362 -4.107
C -1.532 3.566 1.458
H 7.745 3.012 3.898
H 7.180 3.478 6.241
H -4.477 -3.139 -2.780
H -3.579 -0.778 -2.791
C -1.992 0.146 1.850
H 7.958 4.184 2.604
H -7.165 -2.974 -6.794
H -2.934 -2.583 0.356
C -0.595 4.990 3.222
C -6.177 -2.517 -6.867
H -2.142 -3.712 -8.349
F -1.309 -4.543 1.622
H 1.934 2.095 2.817
H 4.447 0.980 4.988
C -3.055 -3.404 -7.837
C -1.064 -4.803 -0.679
C -1.480 4.008 2.804
H 5.956 6.501 4.100
H -5.028 -5.075 -6.101
H -5.778 -2.746 -7.865
H 0.954 6.364 2.680
H -2.115 -0.401 2.807
P 4.642 4.000 4.344
C 7.206 3.592 3.130
F -1.161 -6.835 -1.813
P -3.829 -2.055 -5.615
C -2.786 1.445 1.968
H 1.912 3.509 3.850
F -0.540 -1.936 -0.641
```

Calculated values
- Energy above the lowest of the compared OMol25 structures with the same formula, charge and spin: 0.0 kJ/mol
- Max |F|: 7.249 eV/Å
- Orbital gap: 0.1258 Eh
- Highest occupied orbital energy: -1.639 eV
- E: -83152.5786 eV
- Net charge: -1



Entry 5:
Formula: C26H49N5SSi4TcTe
Source: the Open Molecules 2025 dataset
Level of theory: the ωB97M-V functional and the def2-TZVPD basis

```
87
C26H49N5SSi4TcTe the ωB97M-V functional and the def2-TZVPD basis
C -2.249 3.874 -1.703
H -6.126 0.159 -1.113
H 3.402 -3.890 0.061
H 2.225 -0.649 -3.469
H -3.370 2.516 -3.734
Si -3.461 -1.062 -3.325
H 0.293 2.054 3.306
H 2.388 3.577 -0.242
H -7.262 0.935 -4.379
C 2.106 -0.174 -2.492
H 0.588 -2.000 -4.846
H -1.724 5.940 -1.988
C 2.188 -1.217 -1.446
Te -2.644 -1.368 -0.873
C -5.779 -3.354 -2.119
C 3.261 -2.135 -1.268
H 0.613 5.678 -1.214
H -3.252 4.023 -2.078
C -4.368 2.253 -4.082
H -4.541 -3.291 -5.955
H -3.021 -0.552 -6.802
H -2.575 4.503 3.200
H -0.694 -3.116 -4.372
H 0.879 -3.099 2.025
C -0.904 0.909 -4.658
H -1.367 -0.998 -7.209
C -6.535 0.122 -4.313
C 1.358 1.755 -0.108
H -6.258 -4.332 -2.206
H -0.722 1.228 -3.628
H -5.748 -4.337 -5.212
H 2.929 0.539 -2.399
C -0.069 4.838 -1.227
S -1.295 0.079 2.239
C -1.373 4.972 -1.657
N 0.138 1.345 -0.384
C 0.660 -3.399 0.995
H -6.272 1.873 -1.505
N -1.502 2.801 2.573
H 0.036 0.970 -5.212
C 2.863 -3.040 -0.325
H -2.506 -4.572 -4.134
H -0.398 -3.211 0.793
N -3.207 1.863 1.585
H -7.036 -0.732 -3.857
H -5.381 -3.271 -1.107
C -2.003 1.676 2.107
H -6.031 -2.601 -5.313
C 0.322 3.565 -0.823
C -3.672 3.240 1.765
H -2.491 -2.228 -6.634
C -3.147 -4.529 -3.252
H -4.750 1.234 -0.872
C -2.401 3.931 2.290
H -3.623 -5.505 -3.140
C -0.189 3.014 3.143
Tc -0.547 -0.552 0.178
Si -1.607 -0.833 -4.764
N 1.157 -1.539 -0.599
H -1.939 4.578 1.541
C -5.594 1.016 -1.531
C -0.319 -2.100 -4.243
Si -4.468 -3.212 -3.452
H -2.515 1.756 -1.371
H 0.838 -4.472 0.932
H -0.062 -1.978 -3.191
H -2.510 -4.367 -2.380
H 2.150 1.128 0.271
C -1.853 2.611 -1.314
H -5.042 3.088 -3.871
C -0.547 2.469 -0.848
H 1.153 0.347 -2.478
H -6.255 -0.152 -5.332
C 1.536 -2.678 0.046
H -4.493 3.273 2.481
H -4.005 3.661 0.819
H -1.593 1.630 -5.102
N 1.526 3.068 -0.355
C -5.266 -3.358 -5.144
H -6.556 -2.596 -2.241
Si -5.059 0.688 -3.308
H 4.183 -2.116 -1.826
H -0.287 3.533 4.096
H -4.319 2.147 -5.168
H 0.411 3.627 2.468
C -2.185 -1.189 -6.510
H -3.790 1.084 1.321
```

Calculated values
- 2S+1: 2
- Energy above the lowest of the compared OMol25 structures with the same formula, charge and spin: 32.4 kJ/mol
- Max |F|: 0.685 eV/Å
- ⟨S²⟩: 0.777
- Orbital gap (alpha / beta): 0.2392 / 0.2059 Eh
- Highest occupied orbital energy (alpha / beta): -12.927 / -12.899 eV
- E: -87035.5935 eV
- Net charge: +2